The following is a DFT calculation (wB97M-V/def2-TZVPD) of a cluster of 14 separate species, C4H38NO15 in total.

Computed properties:
- ΔE to the lowest compared entry with this formula, charge and spin: 28.76 kJ/mol
- Gap between HOMO and LUMO: 0.4019 Eh
- LUMO: -2.2 eV
- Electronic energy: -1358.33375 Eh

```
! wB97M-V def2-TZVPD RIJCOSX def2/J DEFGRID3
* xyz 1 1
C 3.59881 -0.44233 -0.88036
O 3.64232 -1.55708 -1.78871
C 2.21719 -0.43799 -0.29163
C 1.96374 0.77123 0.58068
C 1.21293 0.50922 1.88618
O -0.17269 0.44911 1.48863
N 1.27342 -0.36527 -1.51434
H 3.87963 0.30239 -1.64510
H 4.39494 -0.32910 -0.14039
H 4.28559 -2.25206 -1.62817
H 1.97282 -1.37155 0.21669
H 1.43059 1.59612 0.10823
H 2.96073 1.19056 0.75562
H 1.28867 1.38224 2.53603
H 1.51717 -0.44766 2.31402
H -0.50599 -0.44450 1.23514
H 1.78193 0.17397 -2.21590
H 0.84437 -1.22951 -1.85714
H 0.51907 0.28384 -1.27792
H -0.67254 -0.44799 3.05077
H -0.48316 -1.94453 2.93176
O -0.88648 -1.30123 3.49020
H -3.15328 1.98842 1.32591
H -4.32473 2.68736 0.73399
O -3.53591 2.20999 0.46592
H -0.66342 2.19348 2.94447
H -1.73778 3.11511 3.73053
O -1.57599 2.46560 3.04312
H -4.11852 -0.63217 -0.62225
H -4.49170 -2.04678 -0.06489
O -4.58577 -1.10257 0.07926
H -1.47792 2.20683 -1.79740
H -0.63880 2.45448 -0.46106
O -0.75692 1.88817 -1.25664
H -2.28622 -0.73884 0.16288
H -1.98058 -1.95973 1.20066
O -1.70310 -1.43806 0.45009
H 1.96031 3.29645 -2.64276
H 0.56550 2.68031 -1.99655
O 1.41377 2.53356 -2.46781
H -2.71830 -2.16620 -5.22723
H -1.31169 -1.77181 -5.91996
O -1.76497 -2.21035 -5.19813
H 0.37456 -3.20924 -3.56149
H -0.60806 -2.24301 -3.88893
O 0.22120 -2.27495 -3.35833
H 3.89802 -2.41918 2.94190
H 4.69289 -1.03860 2.60169
O 3.99353 -1.65076 2.37818
H -3.27445 1.17590 -0.95196
H -3.72066 0.57291 -2.30074
O -3.06273 0.47999 -1.60282
H 1.57889 -4.35024 3.77020
H 1.09559 -2.91327 4.12440
O 1.73293 -3.41840 3.61845
H -1.38028 3.45661 1.45173
H -1.75629 4.25815 0.29405
O -0.96219 3.83292 0.64724
*
```

The following is a DFT calculation (wB97M-V/def2-TZVPD) of a cluster of 3 separate species, C5H17NO2 in total.

Computed properties:
- SMILES: CCC[C@@H](C)N.O.O
- ΔE to the lowest compared entry with this formula, charge and spin: 40.57 kJ/mol
- Gap between HOMO and LUMO: 0.3791 Eh
- LUMO: 0.7 eV
- Electronic energy: -405.92699 Eh

```
! wB97M-V def2-TZVPD RIJCOSX def2/J DEFGRID3
* xyz 0 1
C 0.20355 -2.14259 -1.07723
C 0.23703 -0.94841 -0.12927
C 1.39980 0.00195 -0.50866
C 1.40269 1.33948 0.26554
C 0.17724 2.20809 -0.08236
N 0.36522 -1.35059 1.29372
H 0.07630 -1.83195 -2.14451
H -0.55651 -2.85087 -0.80802
H 1.13583 -2.70971 -1.05665
H -0.73877 -0.41186 -0.27794
H 1.33469 0.18990 -1.57594
H 2.37673 -0.56994 -0.31988
H 2.29569 1.93367 0.00137
H 1.45144 1.17482 1.33115
H -0.77907 1.70761 0.21111
H 0.13748 2.38825 -1.17297
H 0.22070 3.21830 0.40400
H -0.30747 -2.08789 1.48146
H 1.29144 -1.65056 1.49360
H -0.76766 -0.05191 2.15459
H -1.06127 1.10624 3.03294
O -1.48725 0.47629 2.47205
H -3.00567 0.77385 -2.23361
H -2.99231 -0.15067 -0.97875
O -2.40985 0.23852 -1.77573
*
```

The following is a DFT calculation (wB97M-V/def2-TZVPD) of a structure of composition C31H34CaN2PSe2.

Computed properties:
- ΔE to the lowest compared entry with this formula, charge and spin: 0.00 kJ/mol
- Gap between HOMO and LUMO: 0.2559 Eh
- LUMO: -3.2 eV
- Electronic energy: -7132.80640 Eh

```
! wB97M-V def2-TZVPD RIJCOSX def2/J DEFGRID3
* xyz 1 1
Ca -1.02239 -0.08451 -1.00206
C -2.56799 -4.34602 -3.81540
Se -1.33343 -3.12684 -2.94579
C -0.48954 -2.43716 -4.56169
C -1.36853 -1.51570 -5.38232
Se -1.67659 0.16711 -4.45689
C -2.93376 0.88707 -5.74571
H -3.19533 -4.77462 -3.03860
H -1.99360 -5.13043 -4.29762
H -3.19404 -3.82443 -4.53316
H -0.19072 -3.30510 -5.14550
H 0.42255 -1.93884 -4.23745
H -2.33364 -1.96850 -5.59932
H -0.87855 -1.27998 -6.32477
H -2.42976 1.02713 -6.69630
H -3.26624 1.84805 -5.36432
H -3.78425 0.22034 -5.84987
C 3.56585 0.99903 -0.02274
C 3.36539 0.82139 1.46443
C 4.47569 0.71360 2.29746
C 4.34211 0.61638 3.67550
C 3.08181 0.63690 4.25189
C 1.96098 0.74108 3.44035
C 2.08887 0.82337 2.05567
P 0.64604 0.96490 0.95820
C -0.83365 0.56301 1.99428
C -0.76291 -0.70919 2.60093
C -1.82194 -1.24609 3.31008
C -3.01068 -0.53230 3.39053
C -3.10824 0.70409 2.77764
C -2.04260 1.28793 2.08002
C -2.26069 2.67356 1.50280
C 0.61523 2.72883 0.49888
C 1.13766 3.68461 1.37918
C 1.10721 5.02748 1.06198
C 0.55682 5.41901 -0.15654
C 0.06257 4.46922 -1.03329
C 0.07586 3.09592 -0.74279
C -0.50896 2.09027 -1.72288
H 4.60858 0.84586 -0.29614
H 3.27870 2.00464 -0.34044
H 2.95854 0.30459 -0.60565
H 5.46541 0.71623 1.85350
H 5.22406 0.53366 4.29896
H 2.96798 0.57722 5.32760
H 0.97866 0.76325 3.89502
H 0.16463 -1.26992 2.53856
H -1.72055 -2.20986 3.79763
H -3.85541 -0.93357 3.93566
H -4.03410 1.26136 2.85524
H -3.24615 3.03618 1.78943
H -2.20368 2.69579 0.41365
H -1.51712 3.38338 1.86097
H 1.56437 3.37234 2.32599
H 1.50602 5.76091 1.75189
H 0.52611 6.46883 -0.42525
H -0.35176 4.78462 -1.98402
H 0.21771 1.94751 -2.53855
H -1.36686 2.56782 -2.22130
N 1.65072 -5.73453 3.76987
C 1.33149 -5.00578 2.94079
C 0.92970 -4.08744 1.89676
C 1.85976 -3.24101 1.30846
C 1.42178 -2.36599 0.33321
N 0.14970 -2.30238 -0.07423
C -0.73035 -3.13224 0.49543
C -0.39291 -4.03813 1.48095
H 2.89808 -3.25637 1.61146
H 2.11633 -1.67803 -0.13006
H -1.75625 -3.07456 0.14967
H -1.13979 -4.68499 1.92010
*
```

The following is a DFT calculation (wB97M-V/def2-TZVPD) of a cluster of 2 separate species, C4H7ClN2 in total.

Computed properties:
- SMILES: ClC1=NN1.C=CC
- ΔE to the lowest compared entry with this formula, charge and spin: 536.19 kJ/mol
- Gap between HOMO and LUMO: 0.3543 Eh
- LUMO: 0.6 eV
- Electronic energy: -726.13632 Eh

```
! wB97M-V def2-TZVPD RIJCOSX def2/J DEFGRID3
* xyz 0 1
C 1.90430 0.14132 0.65851
C -1.18746 0.55908 -1.32581
C -0.91078 0.03664 1.02162
C -1.19177 -0.45160 -0.13583
N 1.45916 -1.09738 0.21361
N 1.70649 0.21463 -0.58292
Cl 2.27558 1.11746 1.91233
H -0.78416 1.48825 -0.90804
H -2.17773 0.48310 -1.84881
H -0.29796 0.20523 -1.95179
H -0.72626 -0.57599 1.89547
H -0.89676 1.12941 1.14323
H 2.27505 -1.72902 0.25379
H -1.44769 -1.52114 -0.34535
*
```

The following is a DFT calculation (wB97M-V/def2-TZVPD) of a cluster of 2 separate species, C4H8N in total.

Computed properties:
- ΔE to the lowest compared entry with this formula, charge and spin: 484.74 kJ/mol
- Gap between HOMO and LUMO (alpha / beta): 0.2690 / 0.3416 Eh
- LUMO (alpha / beta): -5.6 / -4.1 eV
- Electronic energy: -211.48648 Eh

```
! wB97M-V def2-TZVPD RIJCOSX def2/J DEFGRID3
* xyz 1 1
C 2.24097 -1.03564 0.48719
C 1.22059 -0.37717 0.45347
C -1.84806 -1.35933 -0.07800
C 0.17290 0.55055 0.34732
N 0.26965 1.74864 -0.52049
H 3.07638 -1.57143 0.75954
H -1.09711 -1.72830 -0.81439
H -1.70603 -1.83347 0.87223
H -2.84823 -1.12534 -0.28168
H -0.36126 0.79187 1.19370
H 0.43798 1.32567 -1.42073
H 1.11798 2.37243 -0.28325
H -0.67577 2.24151 -0.71492
*
```

The following is a DFT calculation (wB97M-V/def2-TZVPD) of a cluster of 2 separate species, C7H15NO in total.

Computed properties:
- ⟨S²⟩: 0.7506
- ΔE to the lowest compared entry with this formula, charge and spin: 242.25 kJ/mol
- Gap between HOMO and LUMO (alpha / beta): 0.0953 / 0.3331 Eh
- LUMO (alpha / beta): 3.6 / 3.4 eV
- Electronic energy: -405.53310 Eh

```
! wB97M-V def2-TZVPD RIJCOSX def2/J DEFGRID3
* xyz -1 2
C -1.59927 -0.27348 1.84922
C -0.99542 -1.32056 0.92009
C -0.48549 -0.42896 -0.26984
C -1.36368 -0.07542 -1.17406
C 0.99949 -0.09982 -0.53628
C 1.45322 -0.30798 -1.99148
C 1.56021 -1.53709 -2.48934
N -0.62750 0.53230 2.68144
H -2.28429 0.34121 1.17226
H -2.26192 -0.86289 2.58096
H -1.73523 -2.12670 0.67275
H -0.13315 -1.84510 1.50217
H -2.41757 -0.60314 -1.27853
H -1.17511 0.56060 -1.95938
H 1.27417 0.80399 0.00226
H 1.72831 -0.82034 0.14519
H 1.69053 0.45584 -2.62567
H 1.28536 -2.44582 -2.05616
H 1.78460 -1.81030 -3.53039
H -0.96054 1.57710 2.64050
H 0.33014 0.24693 2.49970
H 0.81404 3.94281 0.42862
H 1.51317 2.56061 0.27882
O 1.60595 3.53619 0.53713
*
```

Question: The lowest electronic energy belongs to which entry?
Answer: C31H34CaN2PSe2